Density functional theory data (ωB97M-V/def2-TZVPD) for a cluster of 2 separate species, C3H6F4NP in total.

Positions of all 15 atoms, in Å:
C 0.26793 -1.16437 -1.31963
C -0.66933 0.78989 -2.35687
C 0.05010 0.24364 2.74234
N -0.68420 -0.30974 -1.74454
F 0.58809 -0.90184 3.11038
F -1.31402 0.02356 2.53808
F 0.36108 1.09733 3.70035
F 2.13715 0.44838 0.86516
P 0.57000 0.99833 1.08856
H 0.18860 -0.20602 0.36910
H 0.02885 -2.05540 -0.70940
H 1.30474 -0.99436 -1.57732
H -1.46478 1.52225 -2.56807
H 0.31686 1.16622 -2.65080
H -1.68107 -0.65786 -1.48734

As for the relative energy (zero: lowest compared OMol25 entry of this formula, charge and spin): 2.493 eV. The charge is 0. As for the HOMO energy: -7.21 eV. Its HOMO-LUMO gap is 7.67 eV. The total energy is -913.37503 hartree. The LUMO energy comes out at 0.4588 eV.